1.
The following is a quantum chemistry calculation of a structure of composition C27H52OP2Pd at a distorted geometry, from OMol25.

CARTESIAN COORDINATES (ANGSTROEM)
1 H 0.46931 -2.95918 2.51229
2 C -2.45793 -0.38397 1.27796
3 H -2.96907 -1.66944 -1.78778
4 H 3.86107 1.88750 1.80795
5 H -2.42706 -2.48061 1.69107
6 C 1.87317 3.20360 0.08766
7 H -3.18024 -1.48196 2.94826
8 H -1.03887 2.53101 -4.35229
9 H -4.32115 1.90183 -1.81403
10 C 3.17095 1.14662 1.36940
11 H -1.46169 3.59597 1.08376
12 C -3.35426 1.37623 -1.89002
13 C 2.39474 -2.51212 -0.75858
14 H -3.48989 0.53229 -2.57930
15 C -2.89013 0.92882 -0.56425
16 H 2.16190 -2.45601 2.28725
17 H -2.19441 1.07871 3.70635
18 H -0.59642 -3.08585 -1.44979
19 C -2.36027 -1.51855 2.21285
20 H 1.77866 2.43134 3.69261
21 H 3.13728 0.25579 2.00905
22 H -0.51674 0.80640 3.08124
23 H 1.02440 3.79578 2.80407
24 H 2.74905 3.76582 0.44986
25 H -2.64529 2.07572 -2.35940
26 H 1.01693 3.89256 0.01022
27 C -2.08711 0.95291 1.58988
28 H 2.88890 -0.55483 -3.57663
29 C -1.30485 -0.82396 -4.41102
30 H -0.01492 -2.03401 4.82186
31 H -2.25193 -1.37933 -4.37088
32 H 2.08316 2.76862 -0.89895
33 O 0.81360 -0.02187 3.23213
34 H 0.42417 1.87092 -5.08052
35 H -3.28108 -2.49950 -0.24036
36 H 3.32225 -0.36226 4.07595
37 C 2.57124 -0.92709 4.63412
38 C -2.34951 1.76515 0.44685
39 C -1.52053 1.35833 2.88019
40 H 2.72667 -3.54827 -0.60651
41 C -2.94475 -0.39907 -0.05652
42 C -0.16764 -3.48358 -0.51297
43 P 1.47608 1.87738 1.30906
44 P 0.90120 -2.20123 0.26461
45 H 2.33640 0.75845 -4.62196
46 H 1.70726 0.56122 -1.84148
47 H 2.77077 3.47237 2.62428
48 H -2.33636 0.87940 -5.11475
49 H 1.62231 -4.06982 1.65735
50 C 1.19919 -0.26397 4.54451
51 H -1.78647 3.50258 -0.66477
52 H -0.19926 -2.66178 -4.13098
53 C 1.21279 -1.10140 -4.85415
54 H 0.43322 -4.37774 -0.73299
55 H -1.35652 2.43966 2.93239
56 H 3.51295 0.88270 0.36098
57 H 3.18929 -1.82328 -0.44380
58 H 0.44085 -1.21908 6.33689
59 H 1.87012 -1.97897 -4.95336
60 H -0.99402 -3.75059 0.15904
61 C 1.33536 -3.01891 1.83204
62 H 2.17089 -2.33378 -1.82116
63 H -4.54347 -1.49375 -0.97800
64 C -0.42402 1.62447 -4.42119
65 C -3.45861 -1.57321 -0.79992
66 H -0.99396 0.42388 -6.15365
67 C 0.05491 1.31627 -3.02733
68 C 0.13820 -1.05465 5.29563
69 H -0.81390 -0.51724 5.29435
70 C -1.30076 0.51810 -5.10052
71 H 2.89798 -0.99024 5.67883
72 C 1.19738 0.49278 -2.81122
73 H 1.30945 0.69771 5.08832
74 C -0.10072 -1.58183 -4.27982
75 H 1.07915 -0.69693 -5.86716
76 C -2.16222 3.22631 0.32852
77 C 1.98394 -0.06118 -3.97388
78 H -0.24106 1.98262 -2.20550
79 C 1.78244 3.00710 2.76279
80 Pd -0.54948 -0.57038 -2.55650
81 H -3.11329 3.76245 0.47359
82 H -1.41555 -1.47992 2.77304
83 H 2.52579 -1.94600 4.23481

Force components x, y, z for each atom (eV/Å):
0.4 -0.1 -0.2
0.0 -0.1 -0.2
-0.3 0.0 0.3
-0.2 -0.4 -0.3
0.0 0.2 0.2
-0.1 0.1 -0.2
0.2 0.0 -0.1
0.2 -0.2 -0.2
0.3 -0.1 0.0
-0.1 -0.2 0.0
-0.1 0.0 -0.2
-0.1 0.1 -0.6
0.2 0.1 0.3
-0.1 0.2 0.2
0.1 -0.4 0.3
-0.2 -0.3 -0.1
0.1 0.0 -0.2
0.1 -0.3 0.2
0.1 -0.4 0.1
0.0 0.2 0.0
0.2 0.1 -0.3
-1.5 1.0 -0.5
0.1 -0.1 0.1
-0.3 -0.1 -0.4
-0.2 -0.1 0.2
0.3 -0.1 -0.1
0.4 0.1 0.2
-0.4 0.3 -0.2
1.0 -1.1 -1.7
0.0 0.1 0.1
0.3 0.3 0.1
0.0 0.2 0.1
0.8 -1.1 0.5
-0.2 -0.1 0.3
-0.1 0.2 -0.3
-0.1 0.0 0.1
0.4 -0.6 -0.5
-0.1 0.1 0.1
0.5 0.0 0.6
0.0 0.2 -0.2
-0.1 0.2 -0.3
0.0 -0.1 0.1
0.8 1.0 0.1
-0.4 0.4 -0.8
-0.1 -0.2 0.3
-0.3 -0.2 -0.2
-0.4 -0.1 0.1
0.2 -0.1 -0.1
-0.1 0.4 0.2
0.0 1.3 1.2
-0.1 0.0 0.2
0.0 0.3 0.2
0.7 -0.3 0.1
-0.3 0.1 0.0
0.1 -0.3 0.0
0.0 -0.1 0.2
-0.1 -0.2 -0.2
0.0 0.1 -0.3
-0.3 0.3 -0.1
0.1 0.0 -0.2
0.0 0.0 0.1
0.1 -0.1 0.3
0.3 0.0 0.0
-0.4 0.4 -0.4
0.0 -0.4 0.0
-0.1 -0.2 0.3
1.9 0.4 -0.1
-0.3 -0.6 -0.2
0.1 0.0 0.0
-0.5 0.5 0.0
-0.3 0.1 -0.2
0.2 2.0 -0.6
-0.1 -0.1 -0.3
-1.1 0.1 -1.7
-0.2 -0.1 0.3
0.2 0.2 0.1
0.5 -0.5 0.1
0.0 -0.3 -0.2
-0.3 -0.3 -0.1
-1.1 -1.7 4.2
0.1 -0.2 -0.1
-0.2 0.1 -0.1
0.1 0.2 0.1

Its expectation value of S² is 6.011. For the HOMO-LUMO gap (spin up / spin down), the calculation gives 7.350 / 5.136 eV. As for the total charge: +2. As for the spin multiplicity: 5. For the total energy, the calculation gives -52927.236 eV.



2.
The following is a quantum chemistry calculation of a cluster of 19 separate species, C27H53Cl36NO2 in total at a distorted geometry, from OMol25.

CARTESIAN COORDINATES (ANGSTROEM)
1 H 0.99757 2.91165 2.20787
2 H -2.91241 -1.92961 1.29580
3 H 7.30516 0.32913 1.43283
4 H 0.16233 2.99298 0.62544
5 H -3.33778 1.29365 3.80600
6 Cl 4.97380 4.37120 -6.42321
7 C 0.29937 -3.87807 5.15081
8 C -6.36482 -8.91360 -3.10820
9 C 1.19101 -0.93948 -3.87347
10 Cl -2.42407 -4.12242 1.13434
11 H -4.23083 1.24913 -1.52495
12 C -2.45684 -6.43736 -7.33385
13 Cl 8.00608 -1.72839 1.79319
14 H -4.10338 -5.74920 -4.48197
15 H -6.65490 4.34960 -3.23495
16 Cl 1.85353 1.01208 -0.31654
17 H -0.95940 0.54024 3.95584
18 Cl 8.79104 1.24591 4.34036
19 Cl -7.19678 6.62673 -2.99406
20 Cl 6.93424 4.05856 -2.08023
21 C -3.36837 1.41389 -2.16389
22 H -2.31715 -0.85517 3.14992
23 Cl -2.37258 -4.88585 -6.48260
24 N -3.19355 -0.96043 1.22324
25 H -5.43873 1.42864 2.71319
26 C -3.38952 5.79363 -2.40286
27 H 4.71730 2.37621 -5.20046
28 H -2.63522 -4.85071 -4.06526
29 C -1.67677 -7.74156 1.61477
30 C 0.03792 2.93638 1.70100
31 H -0.09586 6.91437 0.39263
32 Cl 3.00673 3.69871 -0.20672
33 C -3.89148 -4.92068 0.54217
34 H 1.44430 -1.94640 -4.18570
35 Cl -5.35531 -9.72928 -4.30918
36 C 2.99735 2.14747 -1.04808
37 C -3.28512 1.05227 2.73898
38 H -3.29740 2.46518 -2.44011
39 H 6.83466 1.66982 2.51037
40 Cl 0.73539 6.16938 -1.67923
41 Cl 3.49597 3.05544 4.67340
42 H 2.71318 2.31757 -2.07622
43 H -8.27752 4.58604 -2.54524
44 Cl -4.46588 -4.20127 -2.74378
45 H 0.77269 8.19372 -0.48592
46 H -4.35073 6.25697 -2.21045
47 C -0.79173 1.67434 2.04374
48 H -1.05127 -8.53678 2.00372
49 C 4.09857 3.25125 -5.37069
50 O -2.72976 3.26846 2.52218
51 Cl 6.69598 -0.98226 4.30513
52 Cl -6.17834 -7.15817 -3.17594
53 H 1.83668 0.58760 2.76199
54 C 2.55879 2.26196 5.94491
55 H -1.51605 -6.82881 2.17955
56 Cl -2.95368 -6.70378 -2.66300
57 H -0.47703 3.84469 2.01224
58 H -6.07448 -9.25491 -2.12093
59 Cl 5.80307 1.37457 -2.24185
60 H -0.40244 -4.23727 5.89490
61 Cl -8.28563 4.68760 -4.89441
62 Cl 3.71328 3.98473 -3.81126
63 C 6.82732 1.30655 1.49038
64 H 3.98977 1.72099 -1.00302
65 C -0.21619 1.02147 3.32987
66 C -4.54455 1.75204 2.19847
67 Cl -1.90474 0.99269 -1.26870
68 C -3.17422 -0.44790 2.60599
69 H -1.48851 -6.91998 -7.27006
70 O -4.73279 4.14162 2.67134
71 H 0.28801 1.82048 3.87030
72 H 0.68475 -0.47102 1.98871
73 C -2.27812 1.97608 2.06562
74 Cl -2.63621 5.37367 -0.86111
75 Cl 2.22796 6.82712 0.75581
76 Cl 2.65838 -0.11058 -3.33256
77 H 3.17489 2.96225 -5.85860
78 H -0.63891 0.98323 1.21841
79 H -4.62755 1.76090 1.11288
80 H -3.64335 -5.93309 0.24513
81 H 7.94424 2.09346 -2.88578
82 C -4.09164 3.21704 2.48527
83 H -7.40233 -9.16126 -3.29995
84 C 0.77809 7.14665 -0.20619
85 H -2.74274 6.47747 -2.94079
86 Cl -5.13797 -4.97997 1.79463
87 Cl -0.33549 -4.24097 3.54173
88 Cl 10.00015 3.90757 4.53727
89 C 9.95525 2.38324 3.64286
90 H -2.71505 -6.25034 -8.36969
91 Cl 7.73729 2.45198 0.47496
92 Cl -1.24588 -7.44617 -0.07393
93 H 1.25495 -4.37598 5.26930
94 H -2.54724 -0.46070 0.62234
95 H -4.05384 -0.86460 3.10357
96 H 9.66666 2.58870 2.61733
97 H 1.55001 2.66031 5.93415
98 Cl -3.37257 -8.22129 1.77281
99 Cl 2.47924 0.51460 5.69146
100 C -3.49851 -5.35839 -3.67487
101 C 6.94948 2.52076 -2.94536
102 C 7.24199 -2.31302 3.28000
103 H 6.68293 2.70132 -3.98100
104 Cl -3.64771 4.35119 -3.40141
105 H 6.38853 -2.92406 3.01037
106 H -4.27033 -4.36441 -0.30873
107 Cl -0.00148 -1.00998 -2.57737
108 H 0.76830 -0.38590 -4.70450
109 H 10.94070 1.93264 3.67205
110 H 3.02827 2.45689 6.90222
111 H 1.12719 -0.67663 3.71365
112 Cl 5.14813 1.14538 0.95963
113 Cl -3.55139 0.43870 -3.62864
114 Cl -3.67240 -7.50505 -6.62642
115 C 0.90756 0.04373 2.92237
116 H -2.60396 1.96596 1.02301
117 Cl 0.52099 -2.13893 5.38081
118 H 7.96416 -2.90064 3.83475
119 C -7.57272 4.92388 -3.29609

Force components x, y, z for each atom (eV/Å):
0.2 -0.1 -0.3
0.0 0.2 -0.5
-0.3 0.6 -0.1
0.3 0.2 -0.1
0.5 -0.2 0.1
0.0 0.0 0.0
0.0 0.0 0.1
0.0 0.0 0.1
-0.1 0.0 0.0
0.1 -0.4 -0.2
0.1 -0.2 0.0
0.0 -0.1 -0.1
0.2 -0.7 0.0
-0.1 0.0 0.1
0.0 0.1 -0.1
0.1 -0.1 0.1
-0.1 0.0 0.1
0.4 0.2 -0.1
0.1 0.0 0.1
0.0 0.2 -0.4
-0.1 0.1 0.2
0.2 0.3 0.1
0.2 0.1 -0.6
-0.3 0.4 0.5
-0.4 0.4 -0.1
0.0 0.2 0.2
0.0 0.0 0.0
0.1 0.1 0.2
0.1 0.0 0.1
-0.7 -0.1 -0.1
0.0 -0.1 0.0
0.1 0.0 -0.1
-0.2 0.1 -0.1
0.1 0.0 0.1
0.0 -0.1 0.0
-0.2 0.1 0.1
-0.3 -0.1 -0.3
0.1 -0.7 0.2
-0.1 0.1 -0.1
0.0 0.1 -0.1
0.0 0.0 0.0
-0.2 0.0 0.0
-0.1 0.1 0.0
-0.1 0.1 -0.3
0.1 0.0 0.0
0.0 -0.1 0.0
0.3 0.9 1.3
-0.1 -0.1 -0.1
-0.1 -0.1 0.0
0.4 0.0 0.0
-0.4 -0.3 0.0
-0.4 -0.1 0.0
0.1 0.1 -0.2
0.0 0.1 0.0
-0.1 0.0 -0.1
0.2 0.1 -0.2
0.0 0.0 0.2
0.1 0.0 0.0
0.5 -0.3 -0.6
-0.1 0.0 -0.1
0.0 0.0 0.0
0.0 0.1 -0.1
0.1 -0.1 0.0
-0.5 0.2 0.2
0.8 0.0 -1.0
1.0 0.8 0.6
-0.1 0.3 0.0
-0.3 -0.4 -0.5
0.0 0.0 0.1
-3.3 4.6 0.8
-0.3 0.1 0.6
-0.2 -0.2 0.1
-0.2 -0.7 -0.8
-0.1 0.0 0.0
-0.1 0.1 0.0
0.2 -0.1 -0.4
0.0 0.1 0.0
-0.2 -0.3 0.0
-0.2 -0.7 -0.1
0.1 0.0 0.1
0.0 0.0 0.1
2.2 -4.5 -0.4
0.0 0.0 -0.1
-0.1 0.0 0.0
0.1 -0.1 0.0
0.0 0.0 0.0
0.0 -0.1 0.1
0.0 0.0 0.0
0.1 0.1 0.0
-0.1 0.1 0.0
0.1 -0.2 0.4
0.2 -0.1 0.2
0.0 0.1 -0.1
0.1 -0.2 0.2
-0.1 -0.1 0.1
-0.1 0.0 0.1
0.0 0.0 -0.1
0.0 -0.1 0.1
0.1 0.1 0.3
-0.1 -0.2 0.4
0.1 0.1 0.0
0.0 -0.1 0.1
-0.1 0.0 0.0
-0.2 0.7 -0.5
0.0 0.1 -0.1
0.1 0.0 0.3
0.1 -0.4 -0.3
0.0 0.1 0.1
0.0 0.0 0.1
0.1 0.0 -0.1
-0.1 0.2 -0.6
0.2 -0.2 0.6
0.0 0.1 0.0
0.0 0.0 0.0
0.1 0.1 0.4
0.5 -0.1 -0.3
-0.1 -0.4 0.4
0.1 0.1 0.0
0.0 -0.1 0.0

For the HOMO-LUMO gap, the calculation gives 9.028 eV. As for the total charge: 0. For the total energy, the calculation gives -485250.422 eV.



3.
The following is a quantum chemistry calculation of a structure of composition C27H53ClF5InN2O15P, from OMol25.

CARTESIAN COORDINATES (ANGSTROEM)
1 O -9.87259 2.16547 -0.15014
2 H -0.90260 0.04121 2.42456
3 Cl 1.12947 7.81509 2.50066
4 H 6.94099 -3.60589 3.22903
5 H 0.02818 4.04993 -0.46683
6 C 0.16532 3.23899 -1.18796
7 O 5.93018 -3.80869 -4.59778
8 C -4.73284 -0.50057 2.49000
9 H 5.22189 -3.93610 3.56056
10 H -7.10135 4.09054 -1.94346
11 H -6.40674 2.47031 -2.12217
12 O 2.25074 -0.45427 4.00885
13 F -2.58645 4.96629 -0.71102
14 H 5.01814 -7.84850 -1.33912
15 H 0.98353 1.24924 -0.92711
16 H -7.45454 1.80531 0.07121
17 H 1.83985 5.14690 0.07335
18 H -8.16084 2.68734 -2.13846
19 C 2.00547 -0.17234 2.84053
20 O 4.95358 4.10067 1.77254
21 H 5.75616 3.15402 -0.04448
22 H 2.75110 5.81832 1.40367
23 H 2.17235 2.42483 -1.43330
24 H 6.35108 -2.02229 -2.81379
25 H 0.43665 3.72562 -2.13335
26 F -3.93408 3.99765 0.67092
27 H -12.10379 3.76041 -0.11983
28 H 3.86481 -6.57018 -0.91795
29 C -0.04040 0.15196 1.75106
30 N 5.15483 1.61021 2.68722
31 H 0.21392 -0.86186 1.40744
32 In 1.93331 2.44680 1.36873
33 C 5.92348 -5.94852 -0.91304
34 H 4.47085 -5.68016 -7.79954
35 F -2.93795 1.53041 -0.12268
36 O -3.89185 -4.60214 2.29981
37 H -3.66624 -0.29643 2.39235
38 H -6.34220 3.16162 0.27557
39 H -3.44355 -6.43793 3.00176
40 H 0.12424 4.44338 2.10526
41 O 6.46419 -5.64560 1.71705
42 H 1.59460 4.62891 3.07214
43 O -4.39786 -2.68607 1.45351
44 O -5.64894 -3.48034 3.16309
45 C 5.38332 -2.84306 -5.06624
46 C 0.87786 6.77564 1.05094
47 C -3.20278 3.81272 -0.42672
48 C -9.52366 3.20684 0.34335
49 H 5.95208 -5.63698 -1.95628
50 C 4.84628 -6.98822 -0.69146
51 H 2.54706 -0.49051 0.75388
52 H 2.42142 -1.96126 1.73392
53 H 4.44506 1.09864 3.20280
54 H 4.84252 -7.32866 0.34353
55 C 4.27792 -4.88745 -7.07604
56 H -4.91647 -0.89197 3.49001
57 C 1.73960 5.51780 1.10424
58 C -4.10726 -5.62293 3.27475
59 C 5.91789 -3.34059 2.97192
60 H 1.09607 7.40284 0.18294
61 C 5.30672 -1.77994 -2.99327
62 H -5.02620 -1.07207 0.43377
63 H -1.07081 1.48625 -1.63206
64 O -10.33735 4.09699 0.91835
65 O 5.03831 -2.68781 -6.34778
66 O 5.23437 2.36551 0.15522
67 H -0.18635 6.52658 1.04952
68 C 1.31351 2.28580 -0.77258
69 H 4.49262 4.44517 2.54945
70 O 5.65692 -4.73982 -0.19356
71 H -11.86123 2.73660 1.31405
72 C 5.32979 -3.80615 -7.19676
73 H 4.28346 -5.32244 -6.07754
74 O 5.02750 -1.75089 -4.40393
75 H 5.74702 -2.28656 3.16830
76 H 5.34719 -3.39145 -8.20326
77 H -5.14156 -5.96026 3.26093
78 F -1.57311 2.88620 0.94721
79 C -1.19694 2.55074 -1.40781
80 C -2.17933 2.67099 -0.25335
81 C -7.23024 3.03772 -1.69143
82 P 4.48330 2.52024 1.59945
83 C -5.18236 -1.48075 1.43049
84 H -1.68878 2.99076 -2.28371
85 C 1.21824 4.42793 2.06251
86 C -7.27236 2.84689 -0.19180
87 C -11.71750 3.73137 0.89807
88 H 3.28647 -4.47500 -7.26582
89 C -4.73806 -3.57343 2.38087
90 F -4.05003 3.54660 -1.43280
91 H -6.23687 -1.73385 1.53824
92 H -0.38130 0.72235 0.88360
93 O -8.28377 3.67435 0.41462
94 H -12.22876 4.46926 1.50928
95 H 6.32280 -4.18964 -6.96466
96 H 3.83233 -0.89479 1.94341
97 H -5.27617 0.43862 2.38183
98 H 6.90810 -6.32981 -0.64241
99 H 5.08398 -0.78415 -2.62414
100 C 5.97460 -4.73277 1.10170
101 O 5.67030 -3.53200 1.57564
102 N 1.07358 0.80859 2.46112
103 H 4.66981 -2.50975 -2.49753
104 C 2.76185 -0.92158 1.73549
105 H -3.85471 -5.25702 4.26870

Force components x, y, z for each atom (eV/Å):
0.0 -0.1 0.0
0.1 0.0 -0.1
0.0 0.0 0.0
0.0 -0.1 -0.1
0.0 0.0 -0.1
0.2 0.0 -0.2
0.0 -0.1 0.0
0.1 -0.1 0.1
0.0 -0.1 0.0
0.1 0.0 0.0
0.0 0.0 0.0
0.0 0.4 -0.9
0.1 0.0 0.0
0.0 0.0 0.0
0.1 0.1 -0.1
-0.1 0.0 0.0
-0.1 0.1 0.1
0.0 0.0 0.0
0.1 0.0 0.9
-0.3 0.2 0.1
-0.1 -0.1 0.0
-0.1 -0.1 -0.2
0.0 0.0 0.1
0.0 0.0 0.0
-0.1 0.0 0.1
0.0 -0.1 0.1
0.0 -0.1 0.0
0.0 0.0 -0.1
0.0 0.1 0.1
-0.2 0.1 -0.2
0.0 0.1 -0.1
-0.3 0.5 -0.3
0.1 -0.2 -0.2
0.0 0.0 0.0
0.2 0.2 0.0
0.0 0.0 0.0
0.0 0.1 -0.1
0.0 0.1 0.0
0.0 0.0 0.0
0.1 0.0 0.0
0.0 -0.1 0.0
-0.2 0.0 -0.1
0.0 -0.1 0.0
-0.1 0.0 0.0
0.0 0.1 0.1
-0.1 -0.1 -0.2
0.0 0.2 0.0
0.0 0.1 0.0
0.0 0.0 0.0
-0.1 0.1 0.2
0.2 -0.1 0.0
0.2 0.0 0.0
0.1 0.0 0.1
0.0 0.0 0.0
-0.1 0.0 0.1
-0.1 0.0 0.0
0.0 0.0 0.2
0.0 -0.1 0.0
-0.1 0.1 0.2
0.0 -0.1 0.2
0.0 0.1 0.1
0.1 0.0 0.0
0.0 0.1 0.2
0.0 0.0 0.0
0.0 0.0 0.0
0.1 0.1 -0.2
0.1 0.0 0.0
-0.3 -0.2 0.2
0.3 0.1 0.0
-0.1 0.1 -0.1
0.0 0.0 0.0
0.1 -0.1 -0.2
0.0 0.0 0.0
0.0 0.0 0.0
0.0 0.0 -0.1
0.0 0.1 0.0
0.0 0.0 0.0
-0.2 -0.1 -0.3
-0.1 0.1 -0.2
0.0 -0.2 0.2
-0.2 0.0 0.0
0.3 -0.5 0.4
-0.1 0.2 -0.1
0.0 -0.1 0.1
0.4 0.1 -0.1
0.3 -0.1 -0.1
-0.1 0.0 0.0
0.0 0.0 0.0
0.1 0.1 0.0
0.1 -0.1 -0.1
0.0 -0.1 0.1
0.0 -0.1 0.0
0.0 0.0 0.0
0.0 0.0 0.0
0.0 0.0 0.1
-0.1 0.0 0.0
0.0 0.0 0.0
0.0 0.0 0.1
0.0 0.0 0.0
0.0 0.1 -0.1
0.0 0.0 0.1
0.1 -0.6 -0.1
0.0 0.0 0.0
-0.5 -0.1 0.0
0.0 0.0 0.0

For the HOMO-LUMO gap, the calculation gives 7.141 eV. As for the total charge: -1. For the total energy, the calculation gives -103128.046 eV.